Run one
Computed, not measured: 6 unconnected molecules or ions with the total composition CH11O7, with ωB97M-V/def2-TZVPD.

The geometry in XYZ format:
```
19
Properties=species:S:1:pos:R:3:nbo_charge:R:1
H -1.75 -0.79 1.52 0.507
O -2.17 -1.52 1.01 -1.013
O 2.81 -1.16 -1.41 -1.015
O -0.76 0.33 2.17 -0.781
O -1.87 0.98 -0.92 -1.002
H 1.80 1.14 -1.09 0.488
O 1.24 0.66 -1.69 -0.945
H 2.33 -0.37 -1.68 0.468
H -1.63 1.41 -1.75 0.459
O 0.35 -1.70 0.08 -1.004
O 0.15 1.69 0.67 -0.813
H 0.71 1.60 2.60 0.049
H 0.29 -0.77 0.30 0.474
H 2.26 -1.48 -0.67 0.481
H -2.44 -0.98 0.26 0.476
H -0.50 -2.14 0.28 0.512
C 0.05 1.22 1.81 0.643
H 0.45 0.38 -1.21 0.510
H -1.33 1.50 -0.27 0.507
```

Properties
**HOMO**: -6.142 eV
**Orbital gap**: 9.8 eV
**Net charge**: -1


Run two
Computed, not measured: 6 unconnected molecules or ions with the total composition CH11O7, with ωB97M-V/def2-TZVPD.

The geometry in XYZ format:
```
19
Properties=species:S:1:pos:R:3:nbo_charge:R:1
O -0.80 0.51 1.71 -0.790
H -1.29 0.33 -2.25 0.458
H 0.53 0.90 -1.32 0.487
H 2.87 -1.01 -1.34 0.482
O -0.45 2.03 0.13 -0.796
H -0.21 -2.38 0.76 0.502
H -1.93 -1.15 -0.20 0.496
H 2.64 -2.16 -0.26 0.498
O -1.97 -1.66 0.64 -1.024
H -1.75 -0.87 1.19 0.504
H 0.58 -1.06 0.94 0.492
H 1.63 1.92 -1.42 0.474
O -1.75 0.38 -1.40 -1.010
O 3.20 -1.43 -0.55 -0.984
O 0.69 -2.00 0.73 -1.015
O 1.32 1.11 -1.84 -0.971
C -0.47 1.65 1.34 0.654
H -0.14 2.34 2.14 0.053
H -1.15 1.00 -0.86 0.489
```

Properties
**HOMO**: -6.096 eV
**Orbital gap**: 9.8 eV
**Net charge**: -1


Relative to the most stable one, in kJ/mol, the structures come out at run one 31.4; run two 0.0.


Run one
Computed, not measured: CH2N2S2 in the gas phase, with ωB97M-V/def2-TZVPD.

The geometry in XYZ format:
```
7
Properties=species:S:1:pos:R:3:nbo_charge:R:1
S -0.35 1.14 1.55 0.510
H 0.25 -1.35 -1.99 0.210
N -1.21 0.72 0.14 -0.359
N -0.90 0.04 -0.87 -0.210
H 0.66 -1.07 -0.05 0.175
C 0.06 -0.79 -0.98 -0.097
S 1.49 1.30 2.20 -0.230
```

Properties
**HOMO (alpha / beta)**: -8.895 / -8.988 eV
**Orbital gap (alpha / beta)**: 6.9 / 7.0 eV


Run two
Computed, not measured: 2 unconnected molecules or ions with the total composition CH2N2S2, with ωB97M-V/def2-TZVPD.

The geometry in XYZ format:
```
7
Properties=species:S:1:pos:R:3:nbo_charge:R:1
N -1.15 0.18 0.75 -0.398
H 1.12 -0.71 1.16 0.355
S -0.79 2.72 -0.37 0.034
C -0.91 1.27 0.28 0.066
N 0.39 -1.15 0.56 -0.547
H 0.21 -1.53 -1.53 0.117
S 1.12 -0.78 -0.86 0.373
```

Properties
**HOMO (alpha / beta)**: -9.239 / -9.056 eV
**Orbital gap (alpha / beta)**: 7.4 / 6.8 eV


Relative to the most stable one, in kJ/mol, the structures come out at run one 13.6; run two 0.0.


Run one
Computed, not measured: 2 unconnected molecules or ions with the total composition C5H14NS, with ωB97M-V/def2-TZVPD.

The geometry in XYZ format:
```
21
Properties=species:S:1:pos:R:3:nbo_charge:R:1
H -1.68 -1.90 -1.11 0.205
H -0.51 1.29 2.87 0.232
C 0.22 2.80 -0.01 -0.361
H -0.22 3.06 -0.96 0.217
C -0.25 1.86 0.79 0.144
C -0.92 -2.45 -0.55 -0.758
C 0.27 1.56 2.17 -0.663
H -1.31 -2.74 0.43 0.242
H -2.05 0.72 0.93 0.436
H 0.80 2.45 2.50 0.257
H 0.39 -0.89 -2.59 0.217
H 1.52 -2.24 -2.36 0.239
S 0.59 -1.52 -0.25 0.194
H -0.71 -3.38 -1.08 0.247
N -1.35 1.03 0.26 -0.731
H -0.92 0.15 -0.16 0.450
H 0.95 0.70 2.13 0.251
H -1.89 1.55 -0.43 0.440
H 2.01 -0.60 -1.92 0.244
H 1.07 3.39 0.32 0.241
C 1.17 -1.29 -1.95 -0.742
```

Properties
**HOMO**: -12.779 eV
**Orbital gap**: 9.5 eV
**Net charge**: +1


Run two
Computed, not measured: 2 unconnected molecules or ions with the total composition C5H14NS, with ωB97M-V/def2-TZVPD.

The geometry in XYZ format:
```
21
Properties=species:S:1:pos:R:3:nbo_charge:R:1
H -2.32 -1.14 0.05 0.209
H -3.00 -1.97 1.44 0.262
C -1.34 -0.69 1.91 -0.171
H -1.47 -2.53 0.78 0.215
H 0.01 1.46 -1.43 0.227
S 1.88 2.61 -2.40 0.043
C -2.07 -1.64 0.98 -0.674
C -1.19 0.61 1.68 -0.448
H 1.72 3.28 -1.24 0.129
H 2.00 0.94 0.02 0.233
H 1.42 -1.42 0.31 0.444
C 0.95 1.13 -1.87 -0.559
H -0.66 1.25 2.37 0.224
C 1.74 0.34 -0.85 -0.233
H -1.67 1.11 0.84 0.203
H 2.65 -0.07 -1.29 0.238
H 0.07 -0.46 0.13 0.468
H -0.95 -1.14 2.82 0.219
N 0.91 -0.83 -0.36 -0.703
H 0.60 -1.40 -1.14 0.435
H 0.73 0.55 -2.76 0.239
```

Properties
**HOMO**: -12.981 eV
**Orbital gap**: 9.6 eV
**Net charge**: +1


Relative to the most stable one, in kJ/mol, the structures come out at run one 0.0; run two 17.0.


Run one
Computed, not measured: a gas-phase ion, C5H14NS (charge +1), with ωB97M-V/def2-TZVPD.

The geometry in XYZ format:
```
21
Properties=species:S:1:pos:R:3:nbo_charge:R:1
H -3.63 -0.11 0.79 0.228
H -3.61 -1.82 1.11 0.231
C -1.03 0.24 0.81 -0.531
C 1.11 1.21 -1.37 -0.648
C -3.43 -1.08 0.33 -0.721
H 2.81 -1.36 -0.32 0.448
C 1.16 -0.02 -0.49 -0.036
C 0.49 0.14 0.87 -0.430
H 0.77 -0.71 1.49 0.220
H 0.09 1.44 -1.65 0.265
H 1.48 2.08 -0.81 0.224
H -1.37 0.26 1.83 0.239
S -1.68 -1.13 -0.15 0.159
H 2.90 -0.07 0.73 0.441
H -1.29 1.19 0.33 0.216
H 0.87 1.05 1.36 0.221
H 1.70 1.08 -2.29 0.231
H 3.28 0.13 -0.84 0.443
N 2.64 -0.36 -0.22 -0.681
H -4.04 -1.26 -0.54 0.243
H 0.76 -0.91 -0.98 0.239
```

Properties
**Structure (SMILES)**: CSCC[C@@H](C)[NH3+]
**HOMO**: -11.864 eV
**Orbital gap**: 8.4 eV
**Net charge**: +1


Run two
Computed, not measured: a gas-phase ion, C5H14NS (charge +1), with ωB97M-V/def2-TZVPD.

The geometry in XYZ format:
```
21
Properties=species:S:1:pos:R:3:nbo_charge:R:1
C 1.00 -1.76 2.20 -0.729
S 1.30 -0.04 1.72 0.244
H -0.64 -1.50 -1.47 0.227
H -0.07 -1.83 1.96 0.213
H 0.86 1.77 -1.86 0.245
H -2.02 2.01 -0.65 0.277
H -2.23 0.21 -0.78 0.222
H 1.62 -2.41 1.61 0.240
C 0.82 1.41 -0.81 -0.461
C 0.07 -0.85 -1.25 -0.411
H 1.02 -1.81 3.32 0.262
H -0.82 1.12 1.36 0.257
H -1.55 1.05 -2.14 0.242
C -1.55 1.01 -1.04 -0.438
N -0.29 0.42 -0.60 -0.241
H 1.79 1.20 -0.34 0.269
H 0.75 -1.28 -0.46 0.238
H -0.92 -0.66 1.00 0.217
H 0.56 -0.63 -2.32 0.250
C -0.31 0.19 0.89 -0.365
H 0.62 2.38 -0.33 0.241
```

Properties
**Structure (SMILES)**: CSC[N+](C)(C)C
**HOMO**: -13.235 eV
**Orbital gap**: 10.5 eV
**Net charge**: +1


Relative to the most stable one, in kJ/mol, the structures come out at run one 0.0; run two 214.2.